1.
# C3H3ClS

One molecule with the formula C3H3ClS at a distorted geometry (wB97M-V/def2-TZVPD, the Open Molecules 2025 dataset).

The total energy is -974.12566 a.u. The calculation puts the HOMO energy (spin up / spin down) at -0.299 / -0.299 hartree. The value obtained for the HOMO-LUMO gap (spin up / spin down) is 6.37 / 6.37 eV. The calculation puts the energy above the lowest of the compared OMol25 structures with the same formula, charge and spin at 8.653 eV. As for the LUMO energy (spin up / spin down): -1.8 / -1.8 eV.

Atoms and positions in Å:
C (1.84691, -2.05202, -1.09921)
C (3.26815, 0.57750, -0.31518)
C (1.33340, 0.38708, 0.89879)
S (2.30858, -0.80607, -0.17331)
Cl (4.86398, 0.58937, 0.17392)
H (0.51988, 0.64159, 0.30709)
H (2.01957, 1.23919, 1.21244)
H (0.81014, -0.13465, 1.71142)

2.
# C21H17Cl2N5OS

One molecule with the formula C21H17Cl2N5OS at a distorted geometry (wB97M-V/def2-TZVPD, the Open Molecules 2025 dataset).

The total energy is -2478.02372 a.u. The calculation puts the HOMO energy at -0.301 hartree. The value obtained for the HOMO-LUMO gap is 8.18 eV. The calculation puts the energy above the lowest of the compared OMol25 structures with the same formula, charge and spin at 0.000 eV. As for the LUMO energy: 0.0 eV. As for the structure (SMILES): CCn1c(SCc2ccc(Cl)c(Cl)c2)nnc1-c1nn(-c2ccccc2)ccc1=O.

Atoms and positions in Å:
C (-0.34229, -2.24433, 2.43729)
H (0.46273, -1.51212, 2.45959)
H (-1.29284, -1.71825, 2.50451)
C (-0.27759, -3.07134, 1.15746)
N (-0.41444, -2.22842, -0.00351)
C (-1.55319, -2.01513, -0.71587)
N (-1.36009, -1.11428, -1.64850)
N (-0.09829, -0.70214, -1.54910)
C (0.48001, -1.35893, -0.57146)
C (1.87365, -1.14399, -0.21585)
N (2.24175, 0.09920, -0.25568)
N (3.49941, 0.44890, -0.05324)
C (4.46523, -0.47899, 0.16404)
C (4.15891, -1.79497, 0.23083)
C (2.79878, -2.25718, 0.05278)
O (2.46578, -3.43676, 0.09131)
H (4.92767, -2.53533, 0.38464)
H (5.47858, -0.11830, 0.24893)
C (3.75744, 1.83654, -0.13327)
C (4.81912, 2.41804, 0.55029)
C (5.03606, 3.78026, 0.44039)
C (4.19844, 4.56407, -0.33490)
C (3.12979, 3.98311, -0.99904)
C (2.90505, 2.62350, -0.90246)
H (2.07784, 2.15213, -1.40892)
H (2.46933, 4.59059, -1.59827)
H (4.37472, 5.62575, -0.41476)
H (5.86067, 4.23030, 0.97219)
H (5.46237, 1.82663, 1.18390)
S (-3.03834, -2.85652, -0.40593)
C (-4.13215, -1.91465, -1.54311)
C (-4.58370, -0.64929, -0.89462)
C (-3.87761, 0.52938, -1.10291)
C (-4.26615, 1.69660, -0.46669)
C (-5.37019, 1.69611, 0.38150)
C (-6.07504, 0.52038, 0.59097)
C (-5.68124, -0.64405, -0.04000)
H (-6.22936, -1.55755, 0.13522)
H (-6.92816, 0.52663, 1.25058)
Cl (-5.86479, 3.14438, 1.17272)
Cl (-3.37373, 3.14524, -0.73126)
H (-3.01107, 0.52882, -1.74683)
H (-4.96388, -2.58695, -1.74744)
H (-3.54535, -1.73034, -2.43993)
H (0.67440, -3.60309, 1.08355)
H (-1.09562, -3.79595, 1.13175)
H (-0.24262, -2.89772, 3.29911)

3.
# C8H13NSi2

A 2-piece molecular cluster, C8H13NSi2 overall at a distorted geometry (wB97M-V/def2-TZVPD, the Open Molecules 2025 dataset).

The total energy is -946.14641 a.u. The calculation puts the HOMO energy (spin up / spin down) at -0.257 / -0.257 hartree. The value obtained for the HOMO-LUMO gap (spin up / spin down) is 6.70 / 6.69 eV. As for the LUMO energy (spin up / spin down): -0.3 / -0.3 eV.

Atoms and positions in Å:
C (2.10263, -1.40677, 0.84938)
C (2.34774, -0.20574, 1.47239)
C (1.53328, -1.53438, -0.37599)
C (2.13502, 0.93743, 0.80235)
C (1.24431, -0.38789, -1.06096)
C (1.53694, 0.86632, -0.44600)
C (-0.23914, 2.09604, -0.34907)
C (1.00693, 2.17917, -1.03898)
N (-1.37686, 1.76049, -0.82739)
Si (-1.99580, -1.64430, 0.48129)
Si (-2.32070, 0.55732, -0.35799)
H (2.36889, -2.33713, 1.33923)
H (2.84495, -0.28421, 2.38602)
H (1.34297, -2.53336, -0.66848)
H (2.17735, 1.87079, 1.34839)
H (0.60163, -0.41755, -1.95049)
H (-0.12662, 2.22107, 0.82124)
H (1.77260, 2.91637, -0.73157)
H (0.89038, 2.10816, -2.11205)
H (-2.56737, -2.31010, -0.59292)
H (-2.55841, -1.95449, 1.79285)
H (-0.64588, -1.94482, 0.43286)
H (-0.36135, 0.32224, 1.21218)
H (-3.65240, 1.30554, -0.26626)

4.
# C6H11FNO2

An isolated ion of composition C6H11FNO2 and charge +1 at a distorted geometry (wB97M-V/def2-TZVPD, the Open Molecules 2025 dataset).

The total energy is -540.02580 a.u. Its net charge is +1. The calculation puts the HOMO energy at -0.485 hartree. The value obtained for the HOMO-LUMO gap is 9.51 eV. The calculation puts the energy above the lowest of the compared OMol25 structures with the same formula, charge and spin at 0.000 eV. As for the LUMO energy: -3.7 eV. As for the structure (SMILES): O=CC[C@@H]1OCC[NH2+][C@H]1F.

Atoms and positions in Å:
O (3.60589, -1.16754, -0.66008)
C (2.96845, -0.68672, 0.25636)
C (2.04353, 0.50466, 0.06634)
C (0.59390, 0.03289, -0.06116)
O (0.11497, 0.36050, -1.34125)
C (-1.26345, 0.11247, -1.56497)
C (-1.95660, -0.60683, -0.42184)
N (-1.66482, 0.02487, 0.92076)
C (-0.33018, 0.73316, 0.92130)
F (0.09604, 0.73311, 2.21374)
H (2.99447, -1.15312, 1.25743)
H (2.34655, 1.00710, -0.84500)
H (2.17047, 1.19108, 0.89914)
H (0.57152, -1.04877, 0.11554)
H (-1.77379, 1.04392, -1.79960)
H (-1.36581, -0.53659, -2.43163)
H (-3.02884, -0.65562, -0.56687)
H (-1.60465, -1.63118, -0.36525)
H (-1.62856, -0.69682, 1.64218)
H (-2.38995, 0.68828, 1.19088)
H (-0.49913, 1.75115, 0.57398)

5.
# C7H15N2

An isolated ion of composition C7H15N2 and charge +1 at a distorted geometry (wB97M-V/def2-TZVPD, the Open Molecules 2025 dataset).

The total energy is -384.89512 a.u. Its net charge is +1. The calculation puts the HOMO energy (spin up / spin down) at -0.468 / -0.468 hartree. The value obtained for the HOMO-LUMO gap (spin up / spin down) is 8.58 / 8.58 eV. The calculation puts the energy above the lowest of the compared OMol25 structures with the same formula, charge and spin at 2.766 eV. As for the LUMO energy (spin up / spin down): -4.2 / -4.2 eV. As for the structure (SMILES): C/C=[N+](/C=C/N)C(C)C.

Atoms and positions in Å:
C (0.02632, 0.68832, -1.24662)
C (-0.48191, -0.00722, -2.27410)
C (-0.05704, -1.35198, -0.33472)
C (-0.46120, -2.33510, 0.75635)
C (-0.27247, 2.07941, 1.15702)
C (1.23309, 0.36163, 2.02627)
C (-0.07739, 0.57987, 1.33685)
N (-0.04041, -0.09040, -0.04250)
N (-0.25962, 0.11830, -3.59273)
H (0.62607, 1.59666, -1.44944)
H (-1.19457, -0.85520, -2.11340)
H (0.76251, -1.79953, -0.96798)
H (-1.60076, -2.13566, 0.65188)
H (-0.18802, -2.00033, 1.75552)
H (-0.20726, -3.35679, 0.48416)
H (0.57911, 2.52654, 0.72851)
H (-1.15028, 2.22582, 0.60914)
H (-0.54158, 2.44451, 2.15011)
H (1.03241, -0.36960, 2.99890)
H (1.55939, 1.31222, 2.39291)
H (2.03556, 0.00560, 1.32728)
H (-0.94213, 0.12920, 1.85214)
H (0.52043, 0.61931, -4.07596)
H (-0.90023, -0.38559, -4.12961)

6.
# C30H26AuBrN3O2P

C30H26AuBrN3O2P as an isolated structure (wB97M-V/def2-TZVPD, the Open Molecules 2025 dataset).

As for the expectation value of S²: 2.0166. As for the multiplicity: 3. The total energy is -4524.07159 a.u. Its net charge is +2. The calculation puts the HOMO energy (spin up / spin down) at -0.508 / -0.525 hartree. The value obtained for the HOMO-LUMO gap (spin up / spin down) is 8.67 / 5.85 eV. As for the LUMO energy (spin up / spin down): -5.1 / -8.4 eV.

Atoms and positions in Å:
Au (0.95044, 1.05008, -0.18440)
O (1.46227, -0.03849, 3.53587)
C (0.39124, 0.36589, 2.95000)
O (0.14733, 1.42989, 2.42894)
C (-0.46765, -0.86905, 2.95842)
C (-0.81996, -1.43665, 4.18166)
C (-1.75519, -2.45971, 4.22052)
C (-2.30918, -2.92188, 3.04078)
C (-1.92329, -2.38001, 1.81556)
C (-0.97855, -1.36606, 1.74542)
P (-0.46867, -0.87480, 0.06651)
C (-2.00086, -0.53625, -0.79819)
C (-3.01206, 0.14006, -0.10781)
C (-4.16960, 0.51018, -0.76819)
C (-4.32426, 0.20986, -2.11789)
C (-3.32126, -0.45632, -2.80692)
C (-2.15543, -0.82615, -2.15316)
C (0.34445, -2.31285, -0.64316)
C (-0.41233, -3.38041, -1.13786)
C (0.22014, -4.51832, -1.60619)
C (1.60671, -4.60274, -1.58043)
C (2.36114, -3.55038, -1.08494)
C (1.73375, -2.40605, -0.61743)
H (-0.37721, -1.05263, 5.08975)
H (-2.05024, -2.88973, 5.16723)
H (-3.04368, -3.71548, 3.05896)
H (-2.38233, -2.76434, 0.91353)
H (-2.89834, 0.36879, 0.94601)
H (-4.95758, 1.02015, -0.23071)
H (-5.23573, 0.48807, -2.62990)
H (-3.44802, -0.69440, -3.85411)
H (-1.37564, -1.34075, -2.69864)
H (-1.49254, -3.32443, -1.16959)
H (-0.36719, -5.34031, -1.99113)
H (2.09812, -5.49395, -1.94617)
H (3.43962, -3.62123, -1.05784)
H (2.33254, -1.59852, -0.21661)
C (-2.97798, 4.82110, 0.59452)
C (-2.24193, 3.99673, -0.41912)
C (-2.43922, 4.13876, -1.78935)
C (-1.72752, 3.36432, -2.69012)
C (-0.81948, 2.45129, -2.19268)
Br (0.19663, 1.39499, -3.37770)
N (-0.62323, 2.29414, -0.88338)
C (-1.31513, 3.04870, -0.01594)
H (-3.71000, 5.46626, 0.11390)
H (-2.28847, 5.45332, 1.15413)
H (-3.50214, 4.18634, 1.30920)
H (-3.15237, 4.86536, -2.15777)
H (-1.86245, 3.46662, -3.75650)
H (-1.10941, 2.86533, 1.03167)
N (7.13526, 0.60717, 0.33911)
C (5.80556, 0.67743, 0.23790)
C (4.99452, 0.98233, 1.35203)
C (3.63992, 1.04738, 1.20243)
N (3.01425, 0.83561, 0.02108)
C (3.78462, 0.53231, -1.04920)
C (5.14449, 0.44838, -0.98930)
H (7.60153, 0.78996, 1.21119)
H (7.71079, 0.41114, -0.46180)
H (5.43103, 1.17352, 2.32221)
H (3.00449, 1.29062, 2.04254)
H (3.26226, 0.36298, -1.98160)
H (5.70300, 0.21682, -1.88534)